[1]
The following is a quantum chemistry calculation of C36H31BrClIrN5O5S as an isolated structure at a distorted geometry, from the OMol25 dataset.

Results
LUMO energy   -4.204 eV
ΔE to the lowest compared entry with this formula, charge and spin   4.863 eV
F_max   0.044 Eh/bohr
HOMO level   -9.740 eV
Total charge   +1

Atoms and positions in Å:
Ir1 -0.4924 1.5645 -0.0241
N1 8.3808 -1.9501 3.7693
C1 7.3930 -1.5527 3.3402
C2 6.1582 -1.0571 2.8036
C3 5.7774 -1.4060 1.5113
C4 4.5830 -0.9277 1.0000
C5 3.7629 -0.1025 1.7632
C6 4.1535 0.2387 3.0562
C7 5.3449 -0.2325 3.5781
C8 2.4809 0.4153 1.2166
C9 1.2425 -0.1555 1.7135
C10 1.0787 -1.1583 2.6559
C11 -0.3004 -1.3843 2.8203
C12 -0.9455 -0.5207 1.9720
N2 -0.0155 0.2178 1.2912
C13 2.5015 1.4301 0.3363
C14 3.6679 2.1262 -0.1929
C15 3.2512 3.1387 -0.9640
C16 1.7514 3.2190 -0.8937
N3 1.3789 2.0284 -0.2354
H1 6.4138 -2.0495 0.9205
H2 4.2807 -1.2044 -0.0021
H3 3.5185 0.8814 3.6516
H4 5.6518 0.0359 4.5790
H5 1.8892 -1.6622 3.1557
H6 -0.7807 -2.0855 3.4799
H7 -2.0043 -0.3863 1.8165
H8 4.6850 1.8467 0.0263
H9 3.8466 3.8781 -1.4736
H10 1.2187 3.3734 -1.8369
C17 -3.2276 3.6062 2.3772
O1 -2.9767 2.6049 1.4001
C18 -3.8972 1.6264 1.2883
C19 -5.0439 1.5193 2.0539
C20 -5.9188 0.4617 1.8194
Br1 -7.4977 0.3528 2.8419
C21 -5.6499 -0.5079 0.8751
C22 -4.4768 -0.4213 0.1250
C23 -3.6391 0.6621 0.3082
O2 -2.5254 0.8782 -0.4982
C24 -4.1523 -1.4961 -0.8195
N4 -5.0251 -2.1548 -1.5176
C25 -4.2933 -3.1171 -2.1972
C26 -4.7313 -4.1079 -3.0743
C27 -3.7897 -4.9801 -3.5775
C28 -2.4363 -4.8843 -3.2153
C29 -1.9843 -3.9032 -2.3539
C30 -2.9358 -3.0151 -1.8689
N5 -2.8529 -1.9351 -1.0055
H11 -3.2624 3.1703 3.3785
H12 -4.1638 4.1269 2.1640
H13 -2.3930 4.2939 2.3057
H14 -5.2759 2.2500 2.8158
H15 -6.3143 -1.3425 0.7096
H16 -2.4763 0.2341 -1.2255
H17 -5.7771 -4.1856 -3.3337
H18 -4.0963 -5.7656 -4.2536
H19 -1.7329 -5.6034 -3.6127
H20 -0.9453 -3.8538 -2.0572
H21 -2.0612 -1.7204 -0.4159
O3 -0.3317 0.1674 -1.7338
S1 0.8218 0.5007 -2.7061
C31 0.4794 -0.5128 -4.1573
C32 1.0371 -1.8930 -3.8463
C33 2.4152 -1.6269 -3.2459
C34 2.2152 -0.5455 -2.1827
H22 1.0082 -0.0345 -4.9841
H23 -0.5931 -0.4625 -4.3413
H24 1.0714 -2.5227 -4.7334
H25 0.3951 -2.3818 -3.1113
H26 3.0957 -1.2666 -4.0196
H27 2.8581 -2.5206 -2.8081
H28 3.0786 0.0940 -2.0141
H29 1.8789 -0.9490 -1.2248
Cl1 2.2166 4.7414 2.9560
C35 0.9239 5.4315 1.9546
C36 0.6203 4.4063 0.8959
O4 1.4810 4.4423 -0.0754
O5 -0.3309 3.6277 1.0092
H30 1.2871 6.3561 1.5157
H31 0.0528 5.5972 2.5822

Results of the Löwdin charge analysis, in e, for atoms 1 through 4:
1. Ir 1.48
2. N 0.17
3. C -0.18
4. C -0.22

=====

[2]
The following is a quantum chemistry calculation of C36H31ClF6N2O4ReS2 as an isolated structure, from the OMol25 dataset.

Results
LUMO energy (spin up / spin down)   -6.951 / -6.609 eV
ΔE to the lowest compared entry with this formula, charge and spin   0.000 eV
Spin multiplicity   2
Expectation value of S²   0.758
F_max   0.010 Eh/bohr
HOMO level (spin up / spin down)   -13.431 / -13.229 eV
Total charge   +2

Atoms and positions in Å:
Re1 0.1395 0.0971 -0.2184
Cl1 -1.3855 -6.7215 1.0722
C1 -1.1017 -5.1599 0.4059
C2 -2.0245 -4.6357 -0.5274
C3 -1.8481 -3.3924 -1.0649
C4 -0.7603 -2.5924 -0.6662
O1 -0.6099 -1.4132 -1.2214
C5 0.1832 -3.1265 0.2597
C6 1.4079 -2.4716 0.5018
N1 1.6249 -1.1979 0.2568
C7 2.9458 -0.6863 0.0792
C8 4.1002 -1.1320 0.6546
C9 5.3280 -0.5177 0.3192
C10 5.3820 0.5020 -0.5874
C11 4.1945 0.9834 -1.1920
C12 4.1530 2.0220 -2.1465
C13 2.9486 2.4203 -2.6630
C14 1.7698 1.8116 -2.2187
N2 1.7706 0.8274 -1.3318
C15 2.9753 0.3924 -0.8297
C16 -0.0022 -4.4407 0.7638
H1 -2.8735 -5.2403 -0.8177
H2 -2.5445 -2.9880 -1.7864
H3 2.2432 -3.0811 0.8389
H4 4.0918 -1.9442 1.3701
H5 6.2347 -0.8758 0.7862
H6 6.3282 0.9548 -0.8528
H7 5.0749 2.4946 -2.4616
H8 2.8835 3.2083 -3.3991
H9 0.8048 2.1439 -2.5677
H10 0.7249 -4.8614 1.4469
O2 -1.0992 -0.5142 1.3110
S1 -1.8169 -0.9039 2.6010
C17 -2.6599 0.6310 3.1530
C18 -2.5455 1.7952 2.1683
C19 -1.5487 2.8635 2.6287
C20 -1.1345 3.8010 1.5024
S2 0.2823 3.1832 0.5264
O3 0.4305 1.6953 1.0150
C21 1.6319 3.9710 1.3614
C22 2.2244 3.4016 2.4793
C23 3.2553 4.0890 3.1017
C24 3.6717 5.3205 2.6116
C25 3.0711 5.8728 1.4882
C26 2.0474 5.1927 0.8463
C27 -3.1610 -1.9486 2.1407
C28 -4.2582 -1.4961 1.4101
C29 -5.2513 -2.3976 1.0794
C30 -5.1548 -3.7259 1.4911
C31 -4.0653 -4.1638 2.2275
C32 -3.0525 -3.2712 2.5521
H11 -2.1724 0.8631 4.1009
H12 -3.6873 0.3504 3.3742
H13 -3.5322 2.2484 2.0585
H14 -2.2754 1.4329 1.1786
H15 -0.6658 2.4066 3.0805
H16 -2.0088 3.4795 3.4040
H17 -0.7957 4.7674 1.8734
H18 -1.9391 3.9598 0.7855
H19 1.8921 2.4406 2.8469
H20 3.7313 3.6645 3.9752
H21 4.4730 5.8516 3.1072
H22 3.4040 6.8284 1.1070
H23 1.5806 5.6092 -0.0391
H24 -4.3362 -0.4602 1.1066
H25 -6.1117 -2.0679 0.5127
H26 -5.9475 -4.4193 1.2424
H27 -4.0016 -5.1928 2.5547
H28 -2.1955 -3.5960 3.1300
C33 -1.6699 0.5525 -3.3642
C34 -2.1100 1.3346 -2.1282
O4 -1.2324 1.2860 -1.0537
C35 -2.2551 2.8263 -2.5105
F1 -2.6249 3.5807 -1.4620
F2 -3.1303 3.0177 -3.4891
F3 -1.0617 3.3061 -2.9255
C36 -3.4717 0.7790 -1.6492
F4 -3.9094 1.4115 -0.5446
F5 -3.3266 -0.5201 -1.3196
F6 -4.4267 0.8617 -2.5705
H29 -0.7251 0.9453 -3.7343
H30 -2.4116 0.6470 -4.1557
H31 -1.5404 -0.4938 -3.1083

Results of the Löwdin charge analysis, in e, for atoms 1 through 4:
1. Re 1.69
2. Cl 0.74
3. C -0.66
4. C -0.05

=====

[3]
The following is a quantum chemistry calculation of C36H31ClF6N2O4ReS2 as an isolated structure at a distorted geometry, from the OMol25 dataset.

Results
LUMO energy (spin up / spin down)   -6.509 / -6.861 eV
ΔE to the lowest compared entry with this formula, charge and spin   0.000 eV
Spin multiplicity   4
Expectation value of S²   3.770
F_max   0.027 Eh/bohr
HOMO level (spin up / spin down)   -13.176 / -13.601 eV
Total charge   +2

Atoms and positions in Å:
Re1 -0.6483 -0.3119 -0.2490
Cl1 -4.6852 0.3196 5.6772
C1 -4.0323 0.2604 4.0911
C2 -4.3954 1.2431 3.1514
C3 -3.8883 1.2183 1.8778
C4 -2.9661 0.2344 1.4829
O1 -2.4797 0.2470 0.2640
C5 -2.6194 -0.7762 2.4306
C6 -1.8643 -1.9012 2.0233
N1 -1.1854 -1.9854 0.9066
C7 -0.8373 -3.2338 0.3392
C8 -0.9433 -4.4733 0.9296
C9 -0.6388 -5.6343 0.2020
C10 -0.2054 -5.5646 -1.0939
C11 -0.0494 -4.3112 -1.7216
C12 0.4665 -4.1464 -3.0247
C13 0.6237 -2.8822 -3.5308
C14 0.2097 -1.7839 -2.7779
N2 -0.3256 -1.9022 -1.5695
C15 -0.4081 -3.1494 -1.0034
C16 -3.1777 -0.7444 3.7239
H1 -5.0961 2.0136 3.4447
H2 -4.1555 1.9753 1.1516
H3 -1.9425 -2.7762 2.6625
H4 -1.2567 -4.5765 1.9588
H5 -0.7553 -6.5949 0.6844
H6 0.0265 -6.4656 -1.6465
H7 0.7465 -5.0189 -3.6015
H8 1.0558 -2.7139 -4.5067
H9 0.3289 -0.7830 -3.1687
H10 -2.9347 -1.5267 4.4329
O2 -0.1049 0.5358 1.7585
S1 0.0312 1.4323 2.9805
C17 1.6863 2.2360 2.8452
C18 2.1932 2.2737 1.4080
C19 3.1985 1.1498 1.1462
C20 3.6445 1.1058 -0.3085
S2 2.4942 0.0740 -1.3251
O3 1.4303 -0.3735 -0.3066
C21 3.4866 -1.4218 -1.4978
C22 3.2196 -2.5112 -0.6815
C23 3.9820 -3.6614 -0.8206
C24 4.9972 -3.7114 -1.7664
C25 5.2405 -2.6203 -2.5899
C26 4.4786 -1.4687 -2.4670
C27 -0.9822 2.8825 2.7203
C28 -1.2643 3.3816 1.4607
C29 -2.0246 4.5384 1.3650
C30 -2.5000 5.1609 2.5115
C31 -2.2298 4.6339 3.7668
C32 -1.4543 3.4915 3.8764
H11 2.3564 1.6689 3.4928
H12 1.5446 3.2237 3.2800
H13 2.6568 3.2399 1.2050
H14 1.3533 2.1703 0.7169
H15 2.7459 0.1932 1.4110
H16 4.0745 1.2813 1.7834
H17 4.6353 0.6725 -0.4267
H18 3.6229 2.0948 -0.7674
H19 2.4344 -2.4553 0.0588
H20 3.7897 -4.5128 -0.1810
H21 5.6039 -4.6021 -1.8593
H22 6.0290 -2.6667 -3.3285
H23 4.6574 -0.6220 -3.1202
H24 -0.9040 2.8814 0.5710
H25 -2.2445 4.9602 0.3957
H26 -3.0811 6.0690 2.4213
H27 -2.6273 5.1064 4.6547
H28 -1.2067 3.0785 4.8481
C33 -2.1146 0.7897 -3.3321
C34 -1.0294 1.6797 -2.7187
O4 -0.3183 1.1162 -1.6669
C35 0.0432 2.0311 -3.7805
F1 1.0687 2.7034 -3.2428
F2 -0.4463 2.7309 -4.7955
F3 0.5550 0.8737 -4.2785
C36 -1.7188 2.9966 -2.2561
F4 -0.8287 3.9560 -1.9582
F5 -2.4361 2.7523 -1.1428
F6 -2.5547 3.4846 -3.1741
H29 -1.6805 -0.0800 -3.8177
H30 -2.6872 1.3405 -4.0732
H31 -2.7822 0.4600 -2.5342

Results of the Löwdin charge analysis, in e, for atoms 1 through 4:
1. Re 1.82
2. Cl 0.74
3. C -0.66
4. C -0.04